# C15H31F5OP2ReTe

C15H31F5OP2ReTe as an isolated structure (ωB97M-V/def2-TZVPD, the OMol25 dataset).

```
! RIJCOSX wB97M-V def2-TZVPD def2/J DEFGRID3
* xyz 2 4
Re -0.131 -0.083 3.386
Te -0.125 1.237 6.785
P 0.194 -1.543 -3.231
P 0.049 1.606 -3.122
F -0.678 -0.553 7.140
F 0.384 3.042 6.363
F -1.933 1.804 7.070
F 0.360 1.430 8.652
F 1.638 0.600 6.381
O -0.574 0.940 4.955
C -1.454 0.585 0.741
C 1.638 0.698 0.970
C 0.310 0.809 -4.793
C 0.201 -1.838 4.567
C -1.839 -0.873 1.059
C 1.167 3.041 -3.358
C -0.192 -0.639 -4.822
C -0.710 1.252 1.887
C -0.935 -2.967 -3.478
C -1.541 2.460 -3.494
C -0.892 -1.476 2.067
C 1.752 -2.359 -3.777
C 1.207 -0.737 0.673
C 0.548 -1.365 1.899
C 0.740 1.273 2.046
H -1.751 3.165 -2.678
H 1.112 -2.230 2.261
H 2.557 -1.614 -3.840
H 1.021 3.733 -2.517
H 1.391 0.854 -5.001
H 0.559 -0.784 -0.209
H 2.206 2.686 -3.351
H 2.085 -1.337 0.402
H -1.200 2.169 2.243
H -1.971 -2.620 -3.370
H -0.213 1.419 -5.543
H -0.724 -3.711 -2.698
H -1.234 -2.432 2.477
H 1.123 2.202 2.484
H 1.653 1.317 0.059
H -2.856 -0.885 1.481
H -0.917 0.645 -0.215
H 1.614 -2.843 -4.754
H 0.957 3.561 -4.303
H -2.353 1.723 -3.546
H -0.795 -3.422 -4.469
H 0.271 -1.198 -5.648
H 0.952 -1.571 5.317
H -0.774 -1.926 5.068
H -2.385 1.151 0.600
H -1.906 -1.496 0.155
H 2.675 0.685 1.330
H -1.472 3.006 -4.445
H -1.286 -0.673 -4.948
H 0.453 -2.807 4.117
H 2.024 -3.114 -3.026
*
```

Results
<S²> = 3.77
Molar mass = 698.16 g/mol
Energy relative to the best compared isomer or geometry (same formula, charge and spin) = 0.000 eV

=====

# C24H70AsF6N6O8

C24H70AsF6N6O8 as an isolated structure (ωB97M-V/def2-TZVPD, the OMol25 dataset).

```
! RIJCOSX wB97M-V def2-TZVPD def2/J DEFGRID3
* xyz -2 2
As -2.193 -1.201 -24.531
F -2.331 -1.621 -26.227
F -2.539 -2.941 -24.096
F -3.991 -0.960 -24.528
F -0.380 -1.452 -24.524
F -1.964 -0.837 -22.804
F -2.040 0.582 -24.776
O 1.161 -4.964 -27.468
O -3.652 0.350 -21.284
O -7.687 -1.745 -22.590
O 0.142 -6.658 -24.650
O 1.066 0.327 -22.890
O 1.245 3.047 -28.601
O -7.078 1.438 -27.251
O -6.223 -2.280 -17.991
N 2.767 -5.051 -25.186
N 0.180 2.090 -25.084
N -4.122 0.364 -27.545
N -3.802 -1.420 -19.271
N -11.066 -0.280 -23.265
N -1.256 -5.299 -22.526
C -10.054 -1.030 -22.484
C 0.782 1.963 -26.429
C 2.667 -3.872 -25.969
C -1.277 -6.565 -24.643
C -6.720 -2.494 -16.671
C -6.349 1.031 -28.378
C -3.221 -6.245 -22.926
C -4.554 -2.495 -19.667
C 2.626 2.597 -28.805
C -8.820 -1.251 -23.339
C 3.957 -3.891 -26.817
C -10.790 -2.254 -21.795
C 0.076 -4.935 -28.351
C -5.366 -0.110 -28.062
C -5.224 -3.228 -18.411
C -5.856 -1.186 -27.069
C 0.824 3.269 -27.241
C -3.623 -3.229 -20.554
C -0.018 0.883 -27.050
C -8.514 1.586 -27.497
C -6.482 -1.796 -23.256
C 1.349 -3.710 -26.743
C -1.792 -6.511 -23.112
C 0.671 -7.908 -24.329
H 3.249 3.490 -28.859
H 0.081 -5.876 -28.900
H -11.006 -0.770 -24.146
H 0.447 0.749 -28.027
H 1.855 -5.270 -24.811
H -5.789 1.887 -28.751
H -3.933 1.190 -21.647
H 2.850 -5.737 -25.923
H -1.525 -5.663 -25.203
H -11.616 -2.000 -21.130
H -6.973 0.693 -29.206
H -0.291 -5.413 -22.799
H -8.937 0.681 -27.934
H -4.187 0.613 -26.569
H -7.756 -2.262 -16.423
H -4.521 -3.269 -17.578
H 0.100 -4.258 -29.204
H -6.849 -1.549 -27.335
H -10.799 0.674 -23.463
H 1.717 1.513 -26.094
H -1.059 1.201 -27.092
H -5.377 -2.075 -20.246
H -0.029 -0.040 -26.469
H 1.677 -0.266 -22.452
H -6.622 -3.518 -16.313
H 2.759 -2.928 -25.432
H -3.838 -7.114 -23.154
H 4.854 -4.203 -26.282
H 0.478 -3.543 -26.109
H -6.183 -1.870 -15.957
H 0.477 -0.250 -23.375
H 2.958 1.824 -28.112
H -5.275 -2.106 -27.010
H -8.613 2.454 -28.149
H -0.804 -4.956 -27.709
H -4.241 -3.711 -21.311
H -3.528 -5.956 -21.921
H 2.560 2.210 -29.821
H -4.340 -0.979 -18.538
H -3.589 -5.379 -23.477
H 4.223 -2.852 -27.010
H -11.158 -2.982 -22.518
H -5.761 -4.147 -18.648
H 3.822 -4.466 -27.733
H 1.417 3.919 -26.598
H -3.098 -4.029 -20.033
H -8.537 -0.434 -24.003
H -5.765 -1.384 -22.545
H 0.137 -8.724 -24.817
H -6.142 -2.773 -23.599
H -5.915 -0.740 -26.077
H -1.521 -7.405 -22.551
H -2.929 0.075 -21.848
H -1.740 -7.363 -25.223
H 1.692 -7.889 -24.710
H -9.146 -2.046 -24.009
H -1.618 -4.439 -22.914
H -6.291 -1.060 -24.038
H -8.957 1.778 -26.520
H -3.916 -0.785 -20.048
H -3.634 -0.516 -27.454
H -9.986 -2.899 -21.440
H 1.497 -2.900 -27.457
H 0.126 1.172 -24.665
H -9.616 -0.435 -21.682
H -0.156 3.720 -27.397
H -0.819 2.235 -25.120
H -5.062 -0.743 -28.895
H 0.861 -7.964 -23.258
H -2.874 -2.688 -21.133
*
```

Results
<S²> = 0.75
Molar mass = 759.77 g/mol
Energy relative to the best compared isomer or geometry (same formula, charge and spin) = 2.776 eV

=====

# C3H7ClNO2S

A 3-piece molecular cluster, C3H7ClNO2S overall (ωB97M-V/def2-TZVPD, the OMol25 dataset).

```
! RIJCOSX wB97M-V def2-TZVPD def2/J DEFGRID3
* xyz 1 1
Cl -2.622 -1.562 0.730
S -2.258 0.402 -0.037
O -3.204 1.204 0.606
O -2.161 0.324 -1.449
N 0.425 0.059 0.073
C -0.581 0.612 0.614
C 0.333 -0.647 -1.222
C 1.751 -0.012 0.522
H 1.337 1.522 2.149
H -0.728 -0.427 -1.646
H 2.182 -0.916 1.010
H 2.365 0.580 -0.143
H 0.532 -1.710 -1.102
H 1.155 -0.116 -1.885
H 1.474 0.689 1.781
*
```

Results
Molar mass = 156.61 g/mol
Energy relative to the best compared isomer or geometry (same formula, charge and spin) = 6.814 eV

=====

# C4H13O4

C4H13O4 as an isolated structure (ωB97M-V/def2-TZVPD, the OMol25 dataset).

```
! RIJCOSX wB97M-V def2-TZVPD def2/J DEFGRID3
* xyz -1 1
O 3.228 1.693 -1.203
O 0.752 -0.856 0.854
O -3.395 0.341 1.251
O 3.404 0.367 0.898
C -0.692 -0.907 -1.031
C -2.895 0.183 -0.195
C 0.393 -0.119 -0.284
C -2.010 -1.100 -0.276
H -2.378 1.110 -0.519
H 1.189 0.115 -0.983
H -3.724 0.036 -0.889
H -1.835 -1.426 0.769
H -2.648 -1.910 -0.654
H -2.405 0.651 0.935
H -0.264 -1.850 -1.377
H 3.370 0.808 -1.550
H -0.887 -0.291 -1.901
H -0.118 0.833 0.053
H 4.234 0.500 1.348
H 3.255 1.329 -0.187
H 1.648 -0.567 1.134
*
```

Results
Molar mass = 125.14 g/mol
Energy relative to the best compared isomer or geometry (same formula, charge and spin) = 3.366 eV